{
  "formula": "C5H8O2",
  "method": "ωB97M-V/def2-TZVPD",
  "de_lowest_kcal_mol": 74.75,
  "smiles": "COC1(C=O)CC1",
  "e_homo_ev": -9.261,
  "multiplicity": 1,
  "symbols": ["C", "O", "C", "C", "O", "C", "C", "H", "H", "H", "H", "H", "H", "H", "H"],
  "positions_angstrom": [[0.444, -0.533, -2.007], [0.292, 0.593, -1.150], [0.211, 0.396, 0.193], [1.269, -0.273, 0.906], [2.269, -0.781, 0.485], [-1.238, -0.137, 0.914], [-0.771, 1.274, 0.944], [0.713, -0.283, -3.053], [-0.511, -1.160, -2.027], [1.072, -1.341, -1.439], [1.188, -0.454, 2.032], [-1.157, -0.761, 1.681], [-2.052, -0.244, 0.264], [-1.163, 2.084, 0.385], [-0.565, 1.620, 1.872]],
  "forces_ev_per_angstrom": [[-0.73, -3.46, 1.86], [0.05, 0.68, -0.88], [-2.63, -0.68, 0.72], [0.95, -0.97, 2.66], [0.76, -0.02, -1.46], [1.26, 3.79, -4.35], [0.62, -1.42, -0.96], [0.22, 0.15, 1.09], [0.48, 1.24, -0.29], [-0.14, 1.75, -1.68], [-0.98, 0.84, -0.74], [0.40, -2.19, 3.28], [-0.79, -0.79, -1.10], [-0.85, 0.06, -0.94], [1.39, 1.01, 2.79]]
}

***

{
  "formula": "C5H8O2",
  "method": "ωB97M-V/def2-TZVPD",
  "de_lowest_kcal_mol": 90.62,
  "e_homo_ev": -9.539,
  "multiplicity": 1,
  "symbols": ["C", "C", "C", "O", "C", "C", "O", "H", "H", "H", "H", "H", "H", "H", "H"],
  "positions_angstrom": [[1.612, -0.592, 0.191], [0.442, 0.295, 0.532], [-0.028, 1.356, -0.454], [-0.463, 0.846, -1.587], [-1.563, 0.776, -0.103], [-0.934, -0.427, 0.528], [-1.040, -1.603, -0.228], [2.545, -0.025, 0.165], [1.466, -1.082, -0.775], [1.698, -1.377, 0.951], [0.563, 0.807, 1.490], [0.375, 2.384, -0.430], [-2.489, 0.639, -0.677], [-1.255, -0.672, 1.546], [-0.929, -1.322, -1.150]],
  "forces_ev_per_angstrom": [[0.22, 0.03, -0.06], [0.36, -0.17, 0.21], [-1.16, 0.30, 0.93], [-1.03, -0.84, 0.64], [1.70, -0.06, -1.96], [0.28, 0.06, 0.23], [-0.04, -0.05, -0.20], [0.02, -0.07, -0.02], [0.06, 0.10, 0.11], [0.06, 0.10, -0.14], [0.07, -0.20, 0.10], [-0.52, -0.28, 0.00], [0.18, 1.04, 0.22], [-0.21, 0.22, -0.21], [0.04, -0.16, 0.15]]
}

***

{
  "formula": "C5H8O2",
  "method": "ωB97M-V/def2-TZVPD",
  "de_lowest_kcal_mol": 14.00,
  "smiles": "C=CCCC(=O)O",
  "e_homo_ev": -9.734,
  "multiplicity": 1,
  "symbols": ["C", "C", "C", "C", "C", "O", "O", "H", "H", "H", "H", "H", "H", "H", "H"],
  "positions_angstrom": [[1.679, -0.521, 0.812], [1.068, -0.864, -0.334], [-0.471, -1.005, -0.579], [-1.371, -0.006, 0.140], [-0.781, 1.377, 0.190], [-0.727, 2.111, 1.157], [-0.059, 1.686, -0.952], [2.738, -0.720, 0.949], [1.154, -0.058, 1.641], [1.661, -1.353, -1.105], [-0.614, -0.888, -1.659], [-0.780, -2.026, -0.329], [-2.334, 0.069, -0.378], [-1.560, -0.328, 1.171], [0.396, 2.524, -0.724]],
  "forces_ev_per_angstrom": [[-0.52, -0.17, -0.83], [-0.77, -1.14, 1.13], [1.34, 0.68, -0.63], [-0.22, 0.05, 0.26], [1.88, 0.75, 0.38], [-0.57, -0.71, -1.00], [-0.88, 0.36, 0.94], [-0.09, 0.31, -0.13], [-0.03, -0.13, -0.01], [-0.02, 0.20, 0.01], [-0.03, -0.08, 0.15], [0.14, 0.14, 0.02], [0.06, -0.14, 0.13], [-0.04, 0.30, -0.20], [-0.26, -0.42, -0.23]]
}

***

{
  "formula": "C5H8O2",
  "method": "ωB97M-V/def2-TZVPD",
  "de_lowest_kcal_mol": 48.17,
  "smiles": "C=C(C)C(=O)OC",
  "e_homo_ev": -10.155,
  "multiplicity": 1,
  "symbols": ["C", "C", "C", "C", "O", "O", "C", "H", "H", "H", "H", "H", "H", "H", "H"],
  "positions_angstrom": [[-0.774, 1.037, -1.462], [-0.255, 0.792, -0.286], [-1.242, 0.444, 0.845], [1.217, 0.663, -0.324], [1.945, 1.380, -0.963], [1.801, -0.504, 0.189], [1.118, -1.651, 0.545], [-0.234, 1.108, -2.316], [-1.924, 1.175, -1.590], [-1.962, 1.341, 1.165], [-0.768, 0.263, 1.802], [-1.854, -0.331, 0.583], [1.779, -2.423, 0.261], [0.175, -1.722, 0.006], [0.979, -1.571, 1.547]],
  "forces_ev_per_angstrom": [[-4.32, 0.53, 0.71], [-1.24, -0.45, 1.12], [0.85, 4.33, 1.75], [1.72, -1.80, -0.45], [-0.67, 0.00, 0.88], [0.68, 3.15, -1.02], [-0.82, 0.52, -2.22], [1.72, 0.47, -2.37], [2.13, -0.45, 0.31], [1.56, -1.59, -1.21], [0.33, -0.44, 0.03], [-1.44, -2.12, -0.65], [0.41, -1.26, -0.06], [-0.15, -0.30, 0.03], [-0.74, -0.60, 3.15]]
}

***

{
  "formula": "C5H8O2",
  "method": "ωB97M-V/def2-TZVPD",
  "de_lowest_kcal_mol": 63.33,
  "smiles": "CC(O)=C=O.C=C",
  "e_homo_ev": -8.478,
  "multiplicity": 1,
  "symbols": ["C", "C", "O", "C", "O", "H", "H", "H", "H", "C", "C", "H", "H", "H", "H"],
  "positions_angstrom": [[-2.255, -0.327, -1.201], [-1.092, -0.439, -0.261], [-1.103, 0.320, 0.899], [-0.115, -1.295, -0.509], [0.700, -2.089, -0.799], [-3.178, -0.322, -0.613], [-2.218, 0.596, -1.793], [-2.291, -1.175, -1.892], [-0.703, 1.178, 0.697], [1.755, 0.968, 1.399], [2.332, 0.262, 0.433], [1.504, 2.019, 1.267], [1.505, 0.527, 2.360], [2.559, 0.691, -0.540], [2.582, -0.787, 0.567]],
  "forces_ev_per_angstrom": [[-0.08, 0.00, -0.07], [0.08, -0.28, -0.22], [0.03, 0.16, -0.05], [0.33, -0.42, -0.16], [-0.65, 0.57, 0.27], [0.08, -0.04, -0.10], [-0.02, -0.10, 0.10], [0.01, 0.13, 0.06], [-0.03, -0.16, 0.12], [0.17, -0.05, -0.11], [-0.03, 0.11, 0.14], [0.07, -0.14, 0.00], [0.07, 0.05, -0.14], [0.00, -0.01, 0.16], [-0.01, 0.18, 0.01]]
}

***

{
  "formula": "C5H8O2",
  "method": "ωB97M-V/def2-TZVPD",
  "de_lowest_kcal_mol": 23.21,
  "smiles": "CC1(OC=O)CC1",
  "e_homo_ev": -10.302,
  "multiplicity": 1,
  "symbols": ["C", "C", "O", "C", "O", "C", "C", "H", "H", "H", "H", "H", "H", "H", "H"],
  "positions_angstrom": [[-0.387, 1.597, -0.205], [-0.125, 0.166, 0.186], [1.201, -0.018, 0.684], [2.155, -0.529, -0.112], [2.042, -0.911, -1.244], [-0.809, -0.955, -0.526], [-1.152, -0.646, 0.911], [0.222, 1.880, -1.070], [-0.160, 2.277, 0.622], [-1.441, 1.724, -0.474], [3.096, -0.552, 0.463], [-1.520, -0.670, -1.298], [-0.238, -1.848, -0.747], [-2.109, -0.187, 1.144], [-0.775, -1.328, 1.667]],
  "forces_ev_per_angstrom": [[0.00, 0.02, -0.01], [-0.25, 0.08, -0.04], [0.08, -0.14, -0.18], [0.12, -0.05, -0.12], [-0.02, 0.25, 0.34], [0.04, -0.09, -0.15], [-0.10, 0.06, 0.16], [-0.07, -0.05, 0.11], [-0.02, -0.11, -0.08], [0.18, -0.05, 0.04], [-0.13, -0.03, -0.11], [0.17, -0.06, 0.15], [-0.11, 0.10, 0.09], [0.16, -0.04, -0.06], [-0.06, 0.11, -0.12]]
}

***

{
  "formula": "C5H8O2",
  "method": "ωB97M-V/def2-TZVPD",
  "de_lowest_kcal_mol": 94.34,
  "e_homo_ev": -8.864,
  "multiplicity": 1,
  "symbols": ["O", "C", "C", "O", "C", "C", "C", "H", "H", "H", "H", "H", "H", "H", "H"],
  "positions_angstrom": [[2.540, 0.754, 0.664], [1.422, 0.446, -0.119], [0.481, -0.517, 0.524], [-0.079, 0.095, 1.719], [-1.367, -0.071, 1.367], [-1.558, -0.034, -1.050], [-0.939, -0.765, 0.063], [2.181, 1.112, 1.492], [0.878, 1.367, -0.404], [1.815, 0.003, -1.047], [1.037, -1.419, 0.816], [-1.518, 1.120, -0.776], [-1.020, -0.124, -2.002], [-2.636, -0.154, -1.257], [-1.238, -1.813, 0.011]],
  "forces_ev_per_angstrom": [[-0.23, 0.03, 0.84], [-0.16, 0.47, -1.67], [0.79, -0.49, 0.60], [-0.71, 0.22, 0.38], [0.89, -0.42, 0.34], [-0.19, 4.07, -1.36], [-1.24, -0.96, 0.57], [0.39, -0.03, -0.12], [0.12, -0.27, 0.08], [-0.20, 0.08, 0.18], [-0.15, 0.14, -0.03], [0.04, -2.01, -0.74], [-0.11, -0.10, 0.17], [0.54, -0.62, 0.49], [0.23, -0.10, 0.27]]
}

***

{
  "formula": "C5H8O2",
  "method": "ωB97M-V/def2-TZVPD",
  "de_lowest_kcal_mol": 70.49,
  "e_homo_ev": -9.850,
  "multiplicity": 1,
  "symbols": ["C", "C", "C", "C", "C", "O", "O", "H", "H", "H", "H", "H", "H", "H", "H"],
  "positions_angstrom": [[-0.948, 1.197, -0.504], [-0.017, 0.140, 0.193], [-0.841, -0.922, 0.927], [0.708, -0.335, -0.988], [2.172, -0.409, 0.372], [3.258, -0.538, 0.820], [1.041, 0.616, 0.982], [-0.374, 2.062, -0.853], [-1.527, 0.802, -1.365], [-1.661, 1.497, 0.251], [-0.205, -1.751, 1.261], [-1.306, -0.482, 1.817], [-1.631, -1.325, 0.280], [0.139, -1.019, -1.651], [1.193, 0.467, -1.541]],
  "forces_ev_per_angstrom": [[-0.05, 0.24, 0.86], [-0.75, 0.24, -0.99], [0.07, 0.08, -0.09], [1.91, -1.09, 0.54], [-1.45, 1.61, 0.30], [-2.57, 0.09, -1.24], [1.69, -1.27, -0.41], [-0.08, -0.16, 0.20], [0.49, -0.11, 0.58], [-0.36, 0.47, 0.02], [-0.04, 0.18, -0.12], [0.08, -0.03, -0.19], [0.12, 0.08, 0.13], [1.08, -0.29, 0.42], [-0.13, -0.07, -0.02]]
}

***

{
  "formula": "C5H8O2",
  "method": "ωB97M-V/def2-TZVPD",
  "de_lowest_kcal_mol": 104.69,
  "e_homo_ev": -7.971,
  "multiplicity": 1,
  "symbols": ["O", "C", "C", "C", "C", "C", "O", "H", "H", "H", "H", "H", "H", "H", "H"],
  "positions_angstrom": [[-1.369, -2.284, 0.189], [-1.448, -0.863, 0.115], [-0.120, -0.177, 0.364], [0.720, 0.147, -0.810], [1.747, 1.158, -0.539], [0.198, 1.937, 0.723], [-0.415, 2.930, 0.775], [-2.273, -2.630, 0.215], [-2.115, -0.469, 0.887], [-1.841, -0.550, -0.865], [0.442, -0.605, 1.201], [1.054, -0.908, -0.855], [0.140, 0.378, -1.712], [2.176, 1.659, -1.424], [2.483, 0.946, 0.237]],
  "forces_ev_per_angstrom": [[0.02, 0.04, 0.08], [-0.09, 0.84, 0.18], [-0.28, 0.81, 0.37], [0.08, -0.29, 0.01], [-0.58, 0.23, 0.45], [-0.54, 0.11, -1.36], [1.14, -1.77, 0.13], [0.32, 0.10, 0.00], [-0.27, -0.12, 0.01], [0.10, -0.05, 0.21], [-0.19, 0.20, -0.13], [0.68, 0.00, -0.72], [0.04, -0.12, 0.27], [-0.31, 0.07, 0.63], [-0.15, -0.05, -0.14]]
}

***

{
  "formula": "C5H8O2",
  "method": "ωB97M-V/def2-TZVPD",
  "de_lowest_kcal_mol": 111.87,
  "e_homo_ev": -8.807,
  "multiplicity": 1,
  "symbols": ["C", "C", "O", "C", "C", "O", "C", "H", "H", "H", "H", "H", "H", "H", "H"],
  "positions_angstrom": [[1.660, 0.770, -0.179], [0.439, 0.073, 0.355], [0.569, -0.420, 1.699], [-0.968, 0.687, 0.291], [-1.430, -0.684, -0.204], [-1.347, -0.640, -1.632], [-0.035, -1.310, -0.097], [1.478, 1.100, -1.209], [1.906, 1.644, 0.435], [2.517, 0.086, -0.189], [1.288, -1.073, 1.686], [-1.339, 0.996, 1.271], [-1.123, 1.482, -0.444], [-2.350, -1.153, 0.162], [-1.265, -1.557, -1.943]],
  "forces_ev_per_angstrom": [[0.00, -0.04, 0.01], [0.19, 0.20, -0.17], [0.14, -0.12, 0.01], [-0.06, 0.05, 0.00], [-0.24, -0.05, 0.23], [0.01, -0.24, -0.14], [-0.07, 0.12, -0.01], [0.02, -0.06, 0.18], [-0.05, -0.11, -0.09], [-0.13, 0.10, 0.02], [-0.09, 0.06, 0.07], [0.06, -0.06, -0.15], [0.05, -0.13, 0.11], [0.21, 0.07, -0.09], [-0.04, 0.20, 0.02]]
}

***

Number 1: energy -9406.5909 eV. Number 2: energy -9405.9027 eV. Number 3: energy -9409.2252 eV. Number 4: energy -9407.7433 eV. Number 5: energy -9407.0858 eV. Number 6: energy -9408.8255 eV. Number 7: energy -9405.7410 eV. Number 8: energy -9406.7756 eV. Number 9: energy -9405.2926 eV. Number 10: energy -9404.9811 eV.